[1]
DFT (ωB97M-V/def2-TZVPD) results for a 2-piece molecular cluster, CH6NO2 overall.

The frontier orbital gap (alpha / beta) is 5.24 / 10.13 eV. The expectation value of S² is 0.75. Its energy above the lowest of the compared OMol25 structures with the same formula, charge and spin is 30.2 kJ/mol. Its LUMO energy (alpha / beta) is 0.53 / 0.51 eV.

Structure (ORCA input):
```
! wB97M-V def2-TZVPD RIJCOSX def2/J DEFGRID3
* xyz 0 2
O -2.0270 -1.0171 0.1208
H -2.3443 -1.7166 -0.4440
H -2.8095 -0.7255 0.5768
H 1.4765 -1.0916 0.7477
C 1.5852 0.7472 0.0052
N 0.2578 0.8492 -0.3719
O 2.0561 -0.3599 0.6067
H 2.2195 1.5776 -0.2600
H -0.3208 0.0222 -0.2923
H -0.0936 1.7146 -0.6891
*
```

The computed Löwdin charges, all in e, follow:
1. O -0.039
2. H 0.042
3. H 0.041
4. H 0.077
5. C -0.339
6. N 0.041
7. O -0.006
8. H 0.085
9. H 0.035
10. H 0.063

=====

[2]
DFT (ωB97M-V/def2-TZVPD) results for C30H40Cl2MnN2O3P as an isolated structure.

The frontier orbital gap (alpha / beta) is 5.26 / 6.38 eV. The expectation value of S² is 6.17. Its LUMO energy (alpha / beta) is -0.78 / 0.27 eV.

Structure (ORCA input):
```
! wB97M-V def2-TZVPD RIJCOSX def2/J DEFGRID3
* xyz 0 5
O 0.1911 0.0574 -1.8645
C -0.7629 0.3098 -2.8561
C -0.4767 1.6030 -3.5835
C 0.3863 2.5530 -3.0483
H 0.8803 2.3246 -2.1157
C 0.6183 3.7549 -3.7015
H 1.2839 4.4886 -3.2625
C -0.0018 4.0206 -4.9151
H 0.1763 4.9576 -5.4273
C -0.8485 3.0694 -5.4703
H -1.3300 3.2621 -6.4206
C -1.0830 1.8740 -4.8065
H -1.7475 1.1361 -5.2393
H -0.7467 -0.4896 -3.6053
C -2.5729 -1.1216 -1.8720
C -2.1338 0.2700 -2.1938
H -3.6528 -1.2357 -1.8258
H -2.1450 -1.4445 -0.9246
H -2.1988 -1.8170 -2.6274
C -2.8137 1.3836 -1.9120
C -4.1344 1.5006 -1.2295
H -2.3826 2.3284 -2.2255
H -4.8977 1.9661 -1.8469
H -4.0485 2.0911 -0.3139
H -4.5074 0.5199 -0.9226
Mn 0.0000 0.0000 0.0000
Cl 0.5906 2.2082 0.4077
Cl -2.2699 0.4488 0.1239
H 4.6223 1.3555 -2.7676
H 4.9571 1.6920 -0.0838
C 3.5766 1.3604 -2.4638
C 3.8783 1.5497 -0.0238
N 3.4313 0.7578 -1.1563
H 2.9955 0.8089 -3.1976
C 2.7192 -0.3476 -0.9888
O 2.0291 -0.6212 0.0087
H 3.6089 1.0496 0.8976
H 2.8027 -1.0574 -1.8226
H 3.2208 2.3904 -2.4336
H 3.3812 2.5161 -0.0473
H -0.5948 -5.3452 0.6093
H 1.2984 -5.7392 -1.3244
C -1.0314 -4.7678 -0.2063
C 0.7754 -4.9657 -1.8860
N 0.0064 -4.1308 -0.9885
H -1.6938 -4.0142 0.2061
C 0.1840 -2.8102 -0.9417
O -0.3874 -2.0687 -0.1242
H 1.4964 -4.3488 -2.4087
H 0.8589 -2.4036 -1.6930
H -1.6246 -5.4315 -0.8335
H 0.1176 -5.4477 -2.6108
C -1.7130 -0.6043 3.6444
P -0.3469 -0.2961 2.4484
C 0.1820 1.2876 3.2309
C 1.5538 1.5943 3.3167
C 1.9979 2.7765 3.9164
C 1.0813 3.6785 4.4496
C -0.2814 3.4049 4.3751
C -0.7324 2.2295 3.7668
C 0.5704 -1.8592 2.8199
C -0.0500 -3.0385 3.3142
C 0.7023 -4.1712 3.6349
C 2.0812 -4.1677 3.4666
C 2.7147 -3.0334 2.9701
C 1.9697 -1.8937 2.6516
H -2.4909 0.1736 3.5800
H -1.3419 -0.6991 4.6845
H -2.3030 -1.4870 3.3414
H 2.2974 0.9348 2.9208
H 3.0573 2.9918 3.9666
H 1.4263 4.5915 4.9181
H -0.9943 4.1074 4.7884
H -1.7969 2.0967 3.7327
H -1.1043 -3.1319 3.4787
H 0.2088 -5.0542 4.0242
H 2.6612 -5.0469 3.7222
H 3.7889 -3.0286 2.8413
H 2.5111 -1.0472 2.2912
*
```

The computed Löwdin charges, all in e, follow:
1. O -0.306
2. C -0.348
3. C -0.182
4. C -0.063
5. H 0.026
6. C -0.082
7. H 0.100
8. C -0.104
9. H 0.094
10. C -0.093
11. H 0.096
12. C -0.042
13. H 0.115
14. H 0.139
15. C -0.140
16. C -0.409
17. H 0.080
18. H -0.005
19. H 0.081
20. C -0.263
21. C -0.191
22. H 0.121
23. H 0.073
24. H 0.054
25. H 0.047
26. Mn 0.337
27. Cl 0.177
28. Cl 0.459
29. H 0.090
30. H 0.094
31. C -0.031
32. C -0.050
33. N -0.158
34. H 0.096
35. C -0.296
36. O -0.128
37. H 0.070
38. H 0.149
39. H 0.090
40. H 0.063
41. H 0.093
42. H 0.095
43. C -0.019
44. C -0.034
45. N -0.158
46. H 0.093
47. C -0.249
48. O -0.134
49. H 0.088
50. H 0.136
51. H 0.094
52. H 0.094
53. C -0.253
54. P 0.974
55. C -0.404
56. C -0.144
57. C -0.083
58. C -0.088
59. C -0.078
60. C -0.089
61. C -0.316
62. C -0.088
63. C -0.092
64. C -0.095
65. C -0.073
66. C -0.097
67. H 0.037
68. H 0.080
69. H 0.041
70. H 0.067
71. H 0.100
72. H 0.099
73. H 0.102
74. H 0.090
75. H 0.083
76. H 0.102
77. H 0.100
78. H 0.102
79. H 0.064

=====

[3]
DFT (ωB97M-V/def2-TZVPD) results for a 7-piece molecular cluster, C33H82BNO9P overall.

The frontier orbital gap is 4.66 eV. Its energy above the lowest of the compared OMol25 structures with the same formula, charge and spin is 29.0 kJ/mol. Its LUMO energy is 2.23 eV.

Structure (ORCA input):
```
! wB97M-V def2-TZVPD RIJCOSX def2/J DEFGRID3
* xyz -1 1
C 0.9298 -4.1717 -0.0433
C 1.7283 -3.1566 0.3175
C 1.9321 -1.9872 -0.5708
O 1.5004 -1.9782 -1.7162
O 2.6923 -0.9392 -0.1421
C 2.3906 -0.4375 1.1654
C 1.2882 0.5975 1.1808
C -0.0948 0.0325 0.7683
C -0.4912 0.3938 -0.6522
C -2.0176 0.3320 -0.9635
C -2.8856 -0.4201 0.0476
P -2.6642 -2.3669 -0.0142
B -2.4823 -2.5684 1.9440
N -1.3773 -3.4051 2.4945
O -3.3495 -1.9909 2.8856
H 0.1386 -3.9710 -0.7548
H 1.1106 -5.1461 0.3823
H 2.2029 -3.1496 1.2904
H 3.3055 0.0305 1.5250
H 2.1426 -1.2139 1.8870
H 1.2115 0.9325 2.2172
H 1.5434 1.4900 0.6149
H -0.0560 -1.0448 0.9238
H -0.8257 0.4485 1.4518
H -0.1685 1.4269 -0.8002
H 0.0322 -0.1895 -1.4018
H -2.3556 1.3547 -1.1390
H -2.1563 -0.1979 -1.9066
H -2.8181 -0.0180 1.0591
H -3.9257 -0.2539 -0.2453
H -4.1582 -2.5308 0.0797
H -2.8105 -2.3073 -1.4753
H -1.1886 -2.2716 -0.2047
H -2.4981 -3.8796 -0.0876
H -0.5019 -2.9065 2.5423
H -1.2579 -4.2303 1.9237
H -4.0397 -2.5927 3.1546
C -1.7491 5.1996 1.9599
C -2.7413 4.2047 1.3780
O -2.5179 2.8714 1.7737
C -2.5825 2.6002 3.1591
C -3.9271 2.9248 3.7849
H -0.7289 4.9155 1.6974
H -1.9459 6.1997 1.5697
H -1.8105 5.2493 3.0482
H -2.6535 4.2031 0.2910
H -3.7703 4.5092 1.6088
H -1.7729 3.1166 3.6910
H -2.3904 1.5310 3.2550
H -4.1638 3.9894 3.7275
H -3.9316 2.6412 4.8384
H -4.7211 2.3790 3.2723
C 7.8823 -1.5287 -2.4962
C 7.8280 -0.1996 -1.7607
O 7.1544 0.8220 -2.4644
C 5.7906 0.5626 -2.7758
C 4.9063 0.3177 -1.5672
H 8.3505 -1.4043 -3.4740
H 8.4602 -2.2535 -1.9209
H 6.8881 -1.9476 -2.6549
H 8.8433 0.1703 -1.6092
H 7.3911 -0.3319 -0.7638
H 5.7165 -0.2745 -3.4797
H 5.4424 1.4479 -3.3080
H 5.2046 -0.5708 -1.0116
H 3.8755 0.1791 -1.8771
H 4.9534 1.1688 -0.8840
C 1.7011 -4.2236 -3.8999
C 1.5987 -4.8355 -5.2857
O 1.9009 -3.9344 -6.3395
C 3.1944 -3.3682 -6.3169
C 4.3202 -4.3873 -6.3911
H 1.0518 -3.3549 -3.8074
H 1.4086 -4.9532 -3.1443
H 2.7166 -3.8973 -3.6697
H 0.5732 -5.1606 -5.4653
H 2.2269 -5.7323 -5.3614
H 3.3153 -2.7264 -5.4369
H 3.2420 -2.7150 -7.1892
H 4.3252 -5.0538 -5.5279
H 5.2848 -3.8785 -6.4239
H 4.2197 -5.0028 -7.2869
C -8.1146 7.0262 3.6410
C -6.8614 6.1695 3.7126
O -6.5827 5.6618 5.0028
C -7.5728 4.8269 5.5745
C -7.8798 3.5832 4.7584
H -8.0481 7.8588 4.3430
H -8.2379 7.4262 2.6341
H -9.0132 6.4576 3.8847
H -5.9948 6.7746 3.4448
H -6.9097 5.3544 2.9819
H -8.4901 5.3966 5.7669
H -7.1780 4.5342 6.5475
H -8.2951 3.8275 3.7798
H -8.6065 2.9589 5.2794
H -6.9728 3.0000 4.5962
C 4.3735 0.5905 6.5737
C 4.1599 0.0326 5.1765
O 4.4054 0.9638 4.1410
C 5.7113 1.4990 4.0681
C 6.7960 0.4557 3.8568
H 3.7488 1.4706 6.7316
H 4.1146 -0.1607 7.3205
H 5.4106 0.8846 6.7435
H 3.1167 -0.2613 5.0616
H 4.7581 -0.8739 5.0278
H 5.9275 2.1059 4.9555
H 5.6985 2.1813 3.2181
H 6.8608 -0.2438 4.6915
H 7.7674 0.9407 3.7537
H 6.5970 -0.1218 2.9529
C -4.2695 -0.6152 -5.7672
C -3.0976 -0.7919 -4.8131
O -2.9317 -2.1105 -4.3458
C -2.6928 -3.1011 -5.3194
C -1.4373 -2.8708 -6.1461
H -5.1955 -0.9464 -5.2948
H -4.3734 0.4354 -6.0441
H -4.1412 -1.1903 -6.6865
H -3.2642 -0.1885 -3.9215
H -2.1705 -0.4242 -5.2710
H -3.5679 -3.2189 -5.9732
H -2.5913 -4.0331 -4.7622
H -1.4984 -1.9547 -6.7367
H -1.2805 -3.7007 -6.8373
H -0.5624 -2.7912 -5.5008
*
```

These are the Löwdin partial charges, in e, on atoms 1 to 99:
1. C 0.055
2. C -0.090
3. C -0.478
4. O 0.082
5. O -0.034
6. C -0.188
7. C -0.154
8. C -0.192
9. C -0.193
10. C -0.260
11. C -0.376
12. P 0.360
13. B -0.693
14. N 0.085
15. O 0.030
16. H 0.061
17. H 0.066
18. H 0.094
19. H 0.113
20. H 0.108
21. H 0.108
22. H 0.108
23. H 0.075
24. H 0.092
25. H 0.095
26. H 0.085
27. H 0.081
28. H 0.061
29. H 0.034
30. H 0.053
31. H -0.065
32. H -0.049
33. H -0.049
34. H -0.075
35. H 0.028
36. H 0.016
37. H 0.070
38. C -0.081
39. C -0.282
40. O -0.160
41. C -0.276
42. C -0.079
43. H 0.079
44. H 0.071
45. H 0.063
46. H 0.118
47. H 0.103
48. H 0.108
49. H 0.115
50. H 0.058
51. H 0.078
52. H 0.083
53. C -0.082
54. C -0.293
55. O -0.163
56. C -0.270
57. C -0.076
58. H 0.078
59. H 0.073
60. H 0.065
61. H 0.114
62. H 0.103
63. H 0.105
64. H 0.117
65. H 0.067
66. H 0.074
67. H 0.086
68. C -0.077
69. C -0.282
70. O -0.167
71. C -0.284
72. C -0.084
73. H 0.068
74. H 0.078
75. H 0.068
76. H 0.109
77. H 0.104
78. H 0.109
79. H 0.116
80. H 0.064
81. H 0.072
82. H 0.077
83. C -0.082
84. C -0.289
85. O -0.164
86. C -0.281
87. C -0.071
88. H 0.079
89. H 0.076
90. H 0.064
91. H 0.117
92. H 0.108
93. H 0.104
94. H 0.117
95. H 0.068
96. H 0.077
97. H 0.070
98. C -0.081
99. C -0.282

=====

[4]
DFT (ωB97M-V/def2-TZVPD) results for a 2-piece molecular cluster, C23H23N3O5 overall.

The frontier orbital gap is 5.10 eV. Its energy above the lowest of the compared OMol25 structures with the same formula, charge and spin is 846.7 kJ/mol. Its LUMO energy is -1.63 eV.

Structure (ORCA input):
```
! wB97M-V def2-TZVPD RIJCOSX def2/J DEFGRID3
* xyz 0 1
C 4.7361 -2.6514 -3.8126
C 4.4036 -1.3454 -3.1423
O 3.0073 -1.3553 -2.6085
C 2.6583 -0.2210 -1.9985
N 1.5387 -0.2300 -1.0106
N 0.5758 -0.9915 -1.0729
C -0.6861 -0.4994 -1.6309
O -1.0352 0.6725 -1.6983
O -1.3825 -1.5670 -2.0196
C -2.7788 -1.2792 -2.3950
C -3.2074 -2.3925 -3.3261
O 3.1767 0.8785 -2.0690
H 5.8135 -2.6566 -3.9714
H 4.5055 -3.5179 -3.1897
H 4.2821 -2.7465 -4.8037
H 5.0689 -1.1806 -2.2864
H 4.5219 -0.5061 -3.8423
H -3.3638 -1.2560 -1.4553
H -2.8381 -0.2941 -2.8874
H -4.2928 -2.5047 -3.2770
H -2.9401 -2.0853 -4.3439
H -2.7244 -3.3385 -3.0647
C 2.5775 -1.6836 5.3246
C 1.4720 -2.5238 5.1127
C 0.5335 -2.1992 4.1285
C 0.6658 -1.0297 3.3554
C -0.3559 -0.7417 2.2583
C -0.4846 0.5895 1.7730
N -1.5654 1.1046 1.1124
C -2.7318 0.3810 1.0416
C -3.8514 0.8530 0.3749
C -3.8252 2.1051 -0.2120
C -2.6788 2.9035 -0.1156
C -1.5286 2.4074 0.5605
C -0.3696 3.1731 0.6131
C -0.3695 4.4904 0.1578
C -1.4949 5.0003 -0.5094
C -2.6151 4.2054 -0.6806
O -1.0171 -1.6899 1.7816
C 1.7605 -0.1909 3.6008
C 2.7016 -0.4982 4.5895
H 3.3131 -1.9446 6.0796
H 1.3312 -3.4321 5.7003
H -0.3214 -2.8505 3.9505
H 0.3761 1.2444 1.8991
H -2.6868 -0.6210 1.4414
H -4.7039 0.1780 0.3113
H -4.6991 2.4730 -0.7423
H 0.5718 2.7590 0.9618
H 0.5129 5.1038 0.3276
H -1.4858 6.0252 -0.8677
H -3.4853 4.5686 -1.2201
H 1.8888 0.7183 3.0171
H 3.5262 0.1895 4.7807
*
```

The computed Löwdin charges, all in e, follow:
1. C -0.075
2. C -0.184
3. O 0.017
4. C -0.480
5. N 0.148
6. N 0.148
7. C -0.477
8. O 0.101
9. O 0.007
10. C -0.189
11. C -0.066
12. O 0.126
13. H 0.080
14. H 0.084
15. H 0.082
16. H 0.129
17. H 0.127
18. H 0.117
19. H 0.125
20. H 0.078
21. H 0.080
22. H 0.085
23. C -0.094
24. C -0.081
25. C -0.026
26. C -0.136
27. C -0.372
28. C -0.053
29. N 0.021
30. C -0.016
31. C -0.056
32. C -0.031
33. C -0.163
34. C -0.124
35. C 0.001
36. C -0.054
37. C -0.073
38. C -0.016
39. O -0.021
40. C -0.041
41. C -0.085
42. H 0.096
43. H 0.101
44. H 0.112
45. H 0.076
46. H 0.115
47. H 0.114
48. H 0.114
49. H 0.107
50. H 0.108
51. H 0.104
52. H 0.114
53. H 0.099
54. H 0.100

=====

| no. | strongest force on any atom (eV/Å) | electronic energy (eV) |
| --- | --- | --- |
| 1 | 1.78 | -6717.120 |
| 2 | 7.73 | -106534.673 |
| 3 | 2.18 | -65428.103 |
| 4 | 4.58 | -38926.803 |